Entry 1:
Formula: C5H10N3
Source: OMol25
Level of theory: wB97M-V/def2-TZVPD

```
18
Properties=species:S:1:pos:R:3:forces:R:3
C 3.423 -0.687 -0.054 -0.3273 -0.5920 -0.9016
N 2.133 -0.180 -0.396 -2.0046 0.6161 -1.4622
C 1.355 0.401 0.398 0.2658 -1.5006 -1.3173
C 0.087 1.097 0.273 -1.8896 -0.1432 -1.4894
C -1.214 0.485 0.263 1.5699 2.0294 -1.0900
C -2.495 1.189 -0.212 4.1563 2.5643 -3.2938
N -1.196 -0.853 0.464 -0.0738 -2.4874 -1.0080
N -2.029 -1.666 -0.103 -0.4142 1.1849 -0.1392
H 3.808 -0.167 0.768 0.8766 0.5134 1.4978
H 3.433 -1.773 0.097 -0.2365 0.2757 0.0255
H 4.017 -0.481 -0.934 0.4761 -0.0996 -0.0308
H 1.521 0.369 1.399 1.2200 0.2262 3.8197
H 0.323 2.187 0.064 -1.2889 -1.1134 0.2765
H -2.596 1.225 -1.352 0.4322 -0.5437 1.2894
H -3.214 0.614 0.130 -4.2179 -2.0277 1.9103
H -2.551 2.275 -0.016 0.0134 -0.7678 0.7317
H -2.088 -2.721 0.011 0.9684 1.9154 0.5641
H -2.717 -1.316 -0.800 0.4740 -0.0502 0.6173
```
Forces are in eV/Å.

## Properties
E_HOMO (alpha / beta) = -13.118 / -13.119 eV
Energy relative to the best compared isomer or geometry (same formula, charge and spin) = 128.2 kcal/mol
Max |F| = 0.11455 hartree/bohr
Calculated total energy = -9806.187 eV
LUMO level (alpha / beta) = -6.4 / -6.4 eV
Spin multiplicity = 1
Charge = +1
Structure (SMILES) = C/N=C/C=C(/C)N=[NH2+]

Entry 2:
Formula: C4H6O
Source: OMol25
Level of theory: wB97M-V/def2-TZVPD

```
11
Properties=species:S:1:pos:R:3:forces:R:3
C -1.189 -0.456 -0.148 0.0683 -0.2044 -0.0373
C -0.012 -0.096 0.765 0.2766 -0.0301 0.0667
C 1.312 -0.184 -0.033 -0.0374 -0.2698 0.4077
O 0.704 0.443 -1.180 -0.5318 0.8317 0.4242
C -0.445 0.809 -0.357 -0.1072 0.0220 -0.3695
H -2.210 -0.406 0.244 0.5470 0.0455 0.2260
H -1.035 -1.217 -0.906 -0.1045 0.0650 0.0424
H -0.148 -0.042 1.850 0.2148 0.2659 -0.5744
H 1.751 -1.173 -0.219 -0.2523 0.1199 -0.2228
H 2.118 0.493 0.302 -0.4192 -0.3173 0.3880
H -0.847 1.830 -0.318 0.3456 -0.5285 -0.3510
```
Forces are in eV/Å.

## Properties
E_HOMO = -9.492 eV
Energy relative to the best compared isomer or geometry (same formula, charge and spin) = 42.1 kcal/mol
Max |F| = 0.02089 hartree/bohr
Calculated total energy = -6290.093 eV
LUMO level = 1.2 eV
Spin multiplicity = 1
Charge = 0

Entry 3:
Formula: C33H42F4LaN3S5Si2
Source: OMol25
Level of theory: wB97M-V/def2-TZVPD

```
90
Properties=species:S:1:pos:R:3:forces:R:3
La -0.240 0.258 0.279 -0.4892 0.0853 0.4156
C 3.764 0.078 2.489 0.0492 -0.0087 -0.0192
C 2.764 0.800 3.372 -0.0844 -0.0320 -0.0396
N 1.386 0.283 3.357 0.0429 0.2160 0.0327
C 0.627 1.179 4.257 0.0339 -0.1430 -0.0132
C -0.769 0.730 4.640 -0.0358 -0.0011 0.0258
C 1.327 -1.119 3.782 0.0791 0.0197 -0.0248
C 0.222 -1.911 3.094 0.0176 -0.1045 -0.0211
N 0.436 -2.012 1.653 -0.1606 0.3145 -0.3277
C 0.828 -3.156 1.095 0.0758 0.2286 0.1779
C 0.879 -3.223 -0.323 0.0119 0.0566 -0.0421
F 0.516 -2.094 -0.990 -0.1205 0.1475 -0.1649
C 1.237 -4.319 -1.057 -0.0203 0.0570 -0.0593
F 1.204 -4.229 -2.404 0.0185 -0.0521 0.0256
C 1.618 -5.508 -0.455 0.0162 0.0038 -0.0307
C 1.617 -5.481 0.926 0.0115 -0.0503 0.1898
F 2.009 -6.591 1.601 -0.0091 0.0183 -0.0691
C 1.254 -4.384 1.678 0.0410 -0.0599 0.0139
F 1.371 -4.510 3.028 0.0524 -0.0664 -0.0044
H 4.690 0.659 2.451 -0.0264 -0.0062 0.0037
H 4.021 -0.915 2.861 -0.0047 0.0167 0.0100
H 3.391 -0.019 1.474 -0.0162 0.0055 0.0325
H 3.136 0.808 4.413 0.0285 0.0031 0.0428
H 2.705 1.847 3.063 -0.0009 0.0028 -0.0346
H 1.221 1.319 5.179 -0.0290 0.0000 0.0688
H 0.554 2.150 3.767 0.0280 0.0091 -0.0493
H -0.761 -0.157 5.278 0.0010 0.0187 -0.0161
H -1.253 1.539 5.192 0.0056 -0.0195 0.0117
H -1.384 0.521 3.768 0.0494 0.0092 0.0114
H 2.268 -1.603 3.526 0.0191 -0.0073 0.0091
H 1.224 -1.187 4.877 -0.0157 -0.0067 0.0056
H 0.163 -2.882 3.583 -0.0779 -0.0073 -0.0051
H -0.740 -1.425 3.252 -0.0089 0.0255 -0.0362
H 1.902 -6.382 -1.019 -0.0151 0.0166 0.0181
S -6.234 2.848 5.245 -0.0311 0.0048 -0.1468
C -5.069 2.355 4.147 0.1396 -0.0521 0.3299
S -3.812 3.357 3.571 0.0094 0.2762 -0.0602
C -2.961 2.206 2.570 0.1828 0.2887 -0.0597
C -3.483 0.964 2.562 0.0301 -0.3155 -0.1090
S -2.856 -0.431 1.736 -0.1652 0.0215 0.1229
S -4.906 0.760 3.560 -0.1547 -0.1738 -0.0857
S -1.544 2.765 1.723 0.0879 -0.3794 -0.0033
C 0.179 5.294 -0.954 -0.0125 0.0009 0.0077
C 1.539 5.494 -1.113 0.0339 0.0300 -0.0152
C 2.382 4.400 -1.133 0.0452 0.0806 -0.0039
C 1.858 3.114 -0.989 0.0040 -0.0986 0.0412
N 0.544 2.933 -0.758 -0.0025 -0.0588 -0.0048
C -0.265 3.997 -0.766 0.1128 -0.1280 -0.1123
C 2.706 1.894 -1.127 -0.1171 0.2728 -0.0077
C 3.897 1.980 -1.853 0.0953 -0.0522 -0.0540
C 4.660 0.845 -2.089 -0.0718 0.0249 0.0396
C 4.227 -0.376 -1.582 -0.0293 0.1479 0.0385
C 3.045 -0.425 -0.852 0.1077 -0.1311 -0.0530
C 2.228 0.689 -0.603 0.0746 -0.3204 0.0574
H -0.527 6.113 -0.944 0.0111 -0.0073 -0.0050
H 1.943 6.494 -1.225 -0.0029 0.0003 0.0056
H 3.448 4.536 -1.252 -0.0275 -0.0073 0.0041
H -1.311 3.791 -0.591 -0.0039 0.0024 -0.0212
H 4.217 2.921 -2.288 0.0075 -0.0207 0.0058
H 5.568 0.911 -2.676 0.0071 0.0043 -0.0068
H 4.801 -1.280 -1.758 0.0064 0.0103 -0.0045
H 2.755 -1.395 -0.454 0.0263 0.0071 -0.0174
C -2.375 -2.804 -0.487 0.0734 -0.1342 0.1383
Si -2.842 -1.515 -1.787 0.0251 0.0609 0.0053
C -2.936 -2.660 -3.292 0.0037 -0.0532 -0.1578
C -4.626 -1.024 -1.476 -0.2473 0.0334 0.0400
C -1.812 0.006 -1.914 0.2330 -0.1521 0.1402
Si -1.207 0.610 -3.528 0.0217 -0.0204 0.0594
C -1.353 -0.529 -5.028 -0.0921 -0.1378 -0.1296
C 0.600 1.112 -3.647 0.2469 0.0441 0.0145
C -2.156 2.163 -4.008 -0.1177 0.2260 -0.0801
H -3.296 -3.312 -0.182 0.0495 -0.0161 0.0106
H -1.899 -2.451 0.429 -0.0149 -0.0211 -0.0366
H -1.713 -3.555 -0.932 -0.0487 0.0121 0.0162
H -3.508 -3.539 -2.972 0.0215 0.0314 -0.0353
H -1.954 -3.008 -3.623 -0.0524 0.0010 0.0280
H -3.448 -2.214 -4.148 0.0017 -0.0447 0.0287
H -5.280 -1.905 -1.478 0.0005 0.0731 0.0182
H -4.972 -0.333 -2.254 0.0073 -0.0586 0.0386
H -4.717 -0.527 -0.506 -0.0102 -0.0264 -0.0630
H -2.486 0.800 -1.547 0.0438 0.0118 0.0526
H -0.845 -1.484 -4.876 0.0021 0.0538 -0.0265
H -0.877 -0.025 -5.876 -0.0338 -0.0272 0.0242
H -2.390 -0.743 -5.294 0.0429 0.0044 -0.0284
H 1.279 0.367 -3.220 -0.0290 0.0376 -0.0457
H 0.790 2.057 -3.135 0.0142 -0.0582 -0.0513
H 0.862 1.239 -4.704 0.0232 0.0324 0.0434
H -3.224 1.948 -4.124 0.0556 0.0223 -0.0092
H -1.778 2.577 -4.950 -0.0523 0.0263 0.0373
H -2.055 2.932 -3.234 0.0021 -0.0378 -0.0515
```
Forces are in eV/Å.

## Properties
E_HOMO = -1.785 eV
Energy relative to the best compared isomer or geometry (same formula, charge and spin) = 7.6 kcal/mol
Max |F| = 0.01259 hartree/bohr
Calculated total energy = -121039.725 eV
LUMO level = 4.1 eV
Spin multiplicity = 1
Charge = -2

Entry 4:
Formula: C5H6EuO2
Source: OMol25
Level of theory: wB97M-V/def2-TZVPD

```
14
Properties=species:S:1:pos:R:3:forces:R:3
C 2.577 -0.186 -0.708 -1.7808 0.6807 0.4576
C 1.403 -0.044 -0.421 2.2135 0.6409 -0.3564
C 0.077 0.464 -0.057 -0.1586 -0.5042 -0.0921
C -0.083 0.621 1.434 0.1444 -0.5138 -0.1942
O -0.636 1.563 1.958 -0.1919 0.9428 -0.0643
Eu -1.414 4.273 1.538 0.1742 -0.6902 0.1520
H 3.618 -0.165 -0.981 -0.4243 -0.4386 0.1070
H -0.688 -0.268 -0.372 0.0148 0.1825 0.1198
H -0.148 1.415 -0.560 0.0809 -0.2189 0.0790
H 0.309 -0.207 2.057 -0.0747 0.2182 -0.1232
C 1.781 -3.313 -1.284 -0.3146 0.2633 -0.0647
O 1.335 -3.897 -2.363 -0.6457 -0.2925 0.3946
H 1.669 -4.081 -0.484 0.3451 -0.2763 -0.3474
H 1.171 -3.247 -3.061 0.6177 0.0059 -0.0676
```
Forces are in eV/Å.

## Properties
E_HOMO (alpha / beta) = -9.826 / -10.591 eV
Energy relative to the best compared isomer or geometry (same formula, charge and spin) = 0.0 kcal/mol
Max |F| = 0.04535 hartree/bohr
Calculated total energy = -28689.918 eV
LUMO level (alpha / beta) = -3.3 / -4.2 eV
Spin multiplicity = 7
Charge = +1
⟨S²⟩ = 12.006